Record 1
2 unconnected molecules or ions with the total composition C7H17INO4P2 in a non-equilibrium geometry, computed with wB97M-V/def2-TZVPD.

Last column: natural (NBO) charge in e.
Element x y z (Å)
C1 1.238 1.948 1.716  -0.66
C2 0.894 0.365 1.987  -0.44
C3 -0.672 -0.045 1.568  -0.65
I1 -0.972 -2.099 2.328  0.23
P1 -0.716 -0.055 -0.343  0.85
C4 -1.528 1.572 -0.926  -0.81
C5 -0.353 2.496 -1.634  0.74
O1 -0.070 3.678 -1.030  -0.46
O2 0.364 2.166 -2.876  -0.55
C6 1.788 1.799 -2.589  0.75
C7 2.409 0.290 -2.943  -0.71
O3 2.631 2.662 -1.988  -0.49
P2 -1.665 -1.824 -1.208  0.92
N1 -0.529 -3.016 -1.211  -1.21
H1 1.839 2.064 0.691  0.24
H2 0.219 2.554 1.656  0.22
H3 1.857 2.334 2.631  0.27
H4 1.575 -0.257 1.247  0.21
H5 1.172 -0.012 3.072  0.27
H6 -1.405 0.719 2.075  0.29
H7 0.649 -0.043 -0.804  0.10
H8 -2.371 1.377 -1.747  0.30
H9 -2.055 2.177 -0.066  0.33
H10 3.051 -0.075 -2.031  0.27
H11 1.455 -0.417 -3.009  0.21
H12 2.961 0.249 -3.974  0.29
H13 -2.860 -2.206 -0.482  0.05
H14 -2.038 -1.561 -2.588  0.05
H15 -0.409 -3.237 -2.245  0.38
O4 -2.188 -4.436 5.293  -0.92
H16 -1.842 -3.893 4.568  0.45
H17 -2.428 -5.272 4.866  0.47

Summary:
LUMO energy in eV: -4.62
Net charge: +1
HOMO-LUMO gap in eV: 8.426

---

Record 2
C7H17N in the gas phase in a non-equilibrium geometry, computed with wB97M-V/def2-TZVPD.

Last column: natural (NBO) charge in e.
Element x y z (Å)
C1 -2.673 1.201 -2.584  -0.62
C2 -2.608 0.639 -1.130  -0.40
C3 -1.122 0.614 -0.633  -0.43
C4 -0.886 -0.579 0.248  -0.19
N1 0.329 -0.597 1.072  -0.64
C5 1.423 0.278 0.623  -0.24
C6 2.662 -0.500 0.873  -0.41
C7 2.851 -1.439 2.120  -0.60
H1 -2.461 0.465 -3.353  0.22
H2 -3.547 1.897 -2.802  0.21
H3 -1.905 2.027 -2.632  0.20
H4 -3.120 1.207 -0.406  0.20
H5 -3.154 -0.342 -1.047  0.20
H6 -0.404 0.637 -1.411  0.20
H7 -0.784 1.600 -0.209  0.20
H8 -1.699 -0.754 0.924  0.19
H9 -0.879 -1.594 -0.452  0.17
H10 0.190 -0.280 2.031  0.36
H11 1.434 0.524 -0.424  0.20
H12 1.393 1.311 1.050  0.17
H13 2.677 -1.325 0.075  0.19
H14 3.675 -0.201 0.624  0.21
H15 3.820 -1.861 2.165  0.21
H16 2.754 -0.867 3.064  0.18
H17 2.033 -2.061 2.213  0.22

Summary:
Structure (SMILES): CCCCNCCC
Relative energy (zero: lowest compared OMol25 entry of this formula, charge and spin) in eV: 2.5211
LUMO energy in eV: 1.03
Net charge: 0
HOMO-LUMO gap in eV: 9.719

---

Record 3
A molecular structure, C7H17N in a non-equilibrium geometry, computed with wB97M-V/def2-TZVPD.

Last column: natural (NBO) charge in e.
Element x y z (Å)
C1 2.775 -1.407 0.496  -0.62
N1 -0.060 0.559 -0.535  -0.51
C2 -0.440 -0.167 0.508  0.26
C3 -1.450 0.595 -1.083  -0.08
C4 -2.134 -0.752 -1.542  -0.64
C5 -2.546 1.450 -0.240  -0.64
C6 -0.287 0.447 1.841  -0.74
C7 3.427 -0.157 -0.185  -0.62
H1 2.271 -1.066 1.444  0.20
H2 3.657 -2.062 0.630  0.21
H3 2.030 -1.910 -0.189  0.21
H4 -0.766 -1.169 0.543  0.16
H5 -1.496 1.231 -2.024  0.20
H6 -1.346 -1.343 -2.042  0.22
H7 -2.593 -1.232 -0.682  0.19
H8 -2.968 -0.470 -2.240  0.22
H9 -3.295 1.795 -1.013  0.22
H10 -3.042 0.752 0.479  0.19
H11 -1.943 2.194 0.314  0.22
H12 -1.024 1.200 2.236  0.26
H13 0.028 -0.149 2.704  0.22
H14 0.630 1.077 1.703  0.25
H15 4.499 -0.174 -0.357  0.20
H16 2.953 0.004 -1.165  0.21
H17 3.120 0.755 0.398  0.20

Summary:
Relative energy (zero: lowest compared OMol25 entry of this formula, charge and spin) in eV: 4.4833
LUMO energy in eV: 0.26
Net charge: 0
HOMO-LUMO gap in eV: 8.571

---

Record 4
C7H17N in the gas phase in a non-equilibrium geometry, computed with wB97M-V/def2-TZVPD.

Last column: natural (NBO) charge in e.
Element x y z (Å)
C1 -2.725 1.908 0.238  -0.61
C2 -1.461 1.232 -0.470  -0.42
C3 -1.021 0.272 0.514  -0.23
N1 0.235 -0.436 -0.071  -0.44
C4 0.565 -1.387 1.098  -0.25
C5 0.670 -2.649 0.229  -0.59
C6 1.254 0.558 -0.343  -0.23
C7 2.474 0.098 -1.196  -0.63
H1 -2.495 2.429 1.225  0.20
H2 -3.134 2.706 -0.426  0.21
H3 -3.414 0.987 0.472  0.20
H4 -2.001 0.852 -1.395  0.21
H5 -0.747 1.901 -0.903  0.21
H6 -0.594 0.888 1.363  0.17
H7 -1.758 -0.449 0.901  0.21
H8 -0.089 -1.534 1.988  0.20
H9 1.562 -1.182 1.485  0.19
H10 -0.284 -2.878 -0.213  0.20
H11 1.379 -2.613 -0.634  0.21
H12 0.806 -3.532 0.857  0.19
H13 0.769 1.397 -0.885  0.19
H14 1.613 1.189 0.564  0.15
H15 2.438 0.728 -2.075  0.21
H16 2.514 -0.943 -1.527  0.22
H17 3.444 0.460 -0.796  0.21

Summary:
Structure (SMILES): CCCN(CC)CC
Relative energy (zero: lowest compared OMol25 entry of this formula, charge and spin) in eV: 3.0275
LUMO energy in eV: 1.14
Net charge: 0
HOMO-LUMO gap in eV: 9.791